Entry from OMol25: C30H34MgN9OP as an isolated structure in a non-equilibrium geometry (ωB97M-V/def2-TZVPD).

Positions of all 76 atoms, in Å:
Mg  0.4716  -0.0750  0.2357
C  -2.9350  2.8351  -3.1062
N  -2.2106  2.5182  -1.9098
C  -2.3338  3.1131  -0.6950
C  -1.4442  2.4778  0.1284
N  -0.7922  1.5169  -0.5611
C  -1.2675  1.5502  -1.7854
P  -0.8522  0.5421  -3.2344
C  -1.5909  -0.9742  -2.5760
N  -2.5286  -0.9112  -1.6556
C  -3.0225  -2.1625  -1.5478
C  -2.4012  -2.9901  -2.4425
N  -1.5072  -2.2171  -3.1220
C  -0.6235  -2.5981  -4.1874
C  0.9222  0.3348  -2.9030
N  1.4775  0.3788  -1.7171
C  2.8090  0.3448  -1.8991
C  3.0815  0.2985  -3.2391
N  1.8769  0.3005  -3.8760
C  1.6756  0.2823  -5.2955
H  -3.6620  3.6136  -2.8891
H  -3.4540  1.9491  -3.4739
H  -2.2511  3.1900  -3.8811
H  -3.0276  3.9129  -0.5224
H  -1.2450  2.6632  1.1660
H  -3.7922  -2.3958  -0.8418
H  -2.5186  -4.0368  -2.6377
H  -0.8816  -3.5970  -4.5379
H  0.4169  -2.5959  -3.8447
H  -0.7282  -1.8914  -5.0199
H  3.4793  0.3521  -1.0640
H  4.0053  0.2719  -3.7818
H  2.5166  0.7666  -5.7904
H  0.7627  0.8267  -5.5410
H  1.5914  -0.7415  -5.6689
O  1.9093  -1.2597  0.3679
C  2.6992  -1.4856  1.3377
C  3.1663  -2.7932  1.6217
C  4.0654  -3.0367  2.6258
C  4.5523  -1.9941  3.4144
C  4.1285  -0.7065  3.1671
C  3.2165  -0.4286  2.1465
C  2.8371  0.9235  1.8389
N  1.7244  1.3372  1.2585
C  1.8496  2.6753  1.0675
C  3.0521  3.1011  1.5419
N  3.6684  1.9846  2.0382
H  2.7813  -3.5992  1.0139
H  4.4053  -4.0478  2.7967
H  5.2520  -2.1962  4.2123
H  4.4797  0.1031  3.8011
H  1.0712  3.2512  0.6095
H  3.5166  4.0654  1.5608
H  4.5694  1.9524  2.4842
C  -3.6321  0.0840  1.6032
N  -3.1792  0.0587  2.9785
C  -4.0839  -0.7500  3.7680
C  -1.7710  -0.3534  3.0668
C  -1.4299  -1.6082  2.2959
C  -1.8362  -2.8307  2.8283
C  -1.6514  -4.0081  2.1281
C  -1.0455  -3.9628  0.8862
C  -0.6146  -2.7459  0.3883
C  -0.7870  -1.5301  1.0542
H  -4.5645  0.6494  1.5399
H  -3.7976  -0.9266  1.2029
H  -2.8835  0.5623  0.9795
H  -5.0711  -0.2834  3.7546
H  -3.7385  -0.7935  4.7991
H  -4.1862  -1.7739  3.3794
H  -1.5392  -0.4816  4.1274
H  -1.1703  0.4805  2.6813
H  -2.2694  -2.8769  3.8226
H  -1.9553  -4.9506  2.5666
H  -0.8722  -4.8779  0.3294
H  -0.0998  -2.7488  -0.5645

## Properties
Multiplicity: 1
Electronic energy: -2273.16511 Ha
E_LUMO: 0.212 eV
ΔE to the lowest compared entry with this formula, charge and spin: 44.62 kJ/mol

Atom-resolved charges from Mulliken, all expressed in e: Mg 0.672; C -0.862; N 0.266; C -0.530; C -1.257; N 0.835; C -0.365; P -0.476; C 0.019; N -0.054; C -0.636; C -0.408; N 0.284; C -0.796; C -0.156; N 0.540; C -0.552; C -0.863; N 0.205; C -0.882; H 0.334; H 0.337; H 0.323; H 0.484; H 0.604; H 0.494; H 0.425; H 0.373; H 0.268; H 0.296; H 0.384; H 0.487; H 0.366; H 0.352; H 0.270; O -0.214; C 0.235; C -0.881; C -0.505; C -0.883; C -0.803; C 0.845; C 0.077; N 0.108; C -0.424; C -0.963; N -0.022; H 0.414; H 0.412; H 0.372; H 0.385; H 0.423; H 0.462; H 0.203; C -0.594; N 0.075; C -0.988; C -1.460; C 1.241; C -0.453; C -1.049; C -0.898; C 0.135; C 0.208; H 0.468; H 0.268; H -0.142; H 0.307; H 0.337; H 0.353; H 0.731; H -0.294; H 0.500; H 0.389; H 0.442; H 0.404